# 1
DFT (ωB97M-V with the def2-TZVPD basis set) results for C24H31AuN4O as an isolated structure at a distorted geometry.

Geometry as ORCA input:
```
! RIJCOSX wB97M-V def2-TZVPD def2/J DEFGRID3
* xyz 2 3
Au 5.295 -13.868 -6.267
C 7.544 -15.711 -4.839
N 6.070 -15.759 -5.194
C 5.387 -15.920 -3.862
C 5.648 -16.877 -6.062
C 6.340 -18.056 -6.061
C 5.905 -19.133 -6.928
C 4.792 -18.893 -7.782
C 4.126 -17.667 -7.780
C 4.536 -16.660 -6.897
N 3.950 -15.378 -6.906
C 2.745 -14.992 -7.355
C 1.649 -15.815 -7.529
C 0.473 -15.373 -8.101
C 0.378 -14.043 -8.497
C 1.431 -13.157 -8.265
C 2.629 -13.627 -7.788
N 3.821 -12.799 -7.761
C 4.500 -12.925 -9.116
C 3.647 -11.354 -7.569
H 7.827 -16.497 -4.165
H 7.774 -14.759 -4.399
H 8.145 -15.751 -5.753
H 4.370 -16.263 -3.937
H 5.333 -14.930 -3.423
H 5.962 -16.660 -3.307
H 7.228 -18.215 -5.407
H 6.456 -20.055 -6.875
H 4.603 -19.693 -8.487
H 3.386 -17.392 -8.486
H 1.574 -16.856 -7.171
H -0.341 -16.074 -8.390
H -0.575 -13.664 -8.877
H 1.369 -12.147 -8.774
H 3.842 -12.551 -9.916
H 4.763 -13.981 -9.375
H 5.471 -12.400 -9.030
H 3.053 -11.016 -8.413
H 4.660 -11.002 -7.453
H 3.048 -11.199 -6.638
O 6.095 -13.210 -2.143
C 6.374 -11.801 -1.960
C 5.577 -10.878 -2.889
C 5.457 -11.210 -4.379
C 6.697 -11.348 -5.184
C 7.747 -10.433 -5.187
C 8.923 -10.658 -5.862
C 8.997 -11.811 -6.627
C 7.960 -12.635 -6.736
N 6.833 -12.491 -5.992
H 5.695 -13.485 -1.303
H 7.395 -11.677 -2.213
H 6.015 -11.503 -0.926
H 5.926 -9.843 -2.789
H 4.555 -10.809 -2.502
H 4.835 -10.474 -4.870
H 4.889 -12.177 -4.384
H 7.654 -9.492 -4.692
H 9.633 -9.833 -5.940
H 9.949 -11.923 -7.223
H 7.862 -13.419 -7.468
*
```

Results
Relative energy (zero: lowest compared OMol25 entry of this formula, charge and spin) = 52.8 kJ/mol
Strongest force on any atom = 4.405 eV/Å
HOMO level (alpha / beta) = -0.515 / -0.541 Eh
Energy = -1362.4533 Ha

---

# 2
DFT (ωB97M-V with the def2-TZVPD basis set) results for C24H31BGeN3O4Pt as an isolated structure.

Geometry as ORCA input:
```
! RIJCOSX wB97M-V def2-TZVPD def2/J DEFGRID3
* xyz -1 1
Pt 0.544 -1.071 -0.150
N -1.408 -6.539 2.915
C -0.638 -5.710 2.716
C 0.345 -4.694 2.463
C 1.505 -4.628 3.230
C 2.427 -3.643 2.941
C 2.158 -2.762 1.904
N 1.041 -2.817 1.181
C 0.148 -3.760 1.452
H 1.668 -5.338 4.029
H 3.341 -3.546 3.508
H 2.848 -1.975 1.634
H -0.756 -3.753 0.856
C 5.086 -0.178 0.845
Ge 3.536 0.502 -0.193
C 2.594 1.704 1.045
C 4.314 1.565 -1.662
C 2.462 -0.964 -0.890
H 5.742 0.637 1.157
H 5.669 -0.878 0.241
H 4.758 -0.702 1.745
H 3.212 2.564 1.317
H 2.337 1.154 1.953
H 1.656 2.053 0.614
H 4.641 2.553 -1.333
H 3.567 1.682 -2.447
H 5.172 1.037 -2.083
H 3.001 -1.903 -0.687
H 2.455 -0.842 -1.978
C -0.096 2.422 -4.194
C 0.065 2.328 -2.686
C 1.029 3.409 -2.208
O 0.638 1.052 -2.366
B 0.058 0.561 -1.187
O -0.969 1.436 -0.797
C -1.271 2.314 -1.885
C -1.695 3.661 -1.323
C -2.426 1.695 -2.668
H 0.889 2.404 -4.663
H -0.594 3.353 -4.476
H -0.672 1.583 -4.580
H 1.994 3.268 -2.696
H 1.184 3.344 -1.131
H 0.662 4.408 -2.451
H -0.946 4.058 -0.640
H -2.627 3.537 -0.770
H -1.865 4.384 -2.125
H -2.154 0.711 -3.048
H -2.740 2.337 -3.494
H -3.268 1.554 -1.990
O -0.922 -1.217 2.896
C -1.707 -1.133 1.967
N -1.417 -1.204 0.628
C -2.579 -1.138 -0.109
O -2.692 -1.226 -1.315
C -3.730 -0.958 0.848
C -5.084 -0.819 0.630
C -5.901 -0.670 1.750
C -5.363 -0.671 3.035
C -3.991 -0.819 3.238
C -3.197 -0.958 2.120
H -5.487 -0.825 -0.374
H -6.970 -0.553 1.624
H -6.023 -0.554 3.886
H -3.558 -0.823 4.230
*
```

Results
Relative energy (zero: lowest compared OMol25 entry of this formula, charge and spin) = 0.0 kJ/mol
Strongest force on any atom = 0.075 eV/Å
HOMO level = -0.173 Eh
Energy = -3619.6867 Ha

---

# 3
DFT (ωB97M-V with the def2-TZVPD basis set) results for C24H31BN13OSTi as an isolated structure at a distorted geometry.

Geometry as ORCA input:
```
! RIJCOSX wB97M-V def2-TZVPD def2/J DEFGRID3
* xyz 0 2
Ti 0.177 0.470 -1.103
C 2.631 2.536 2.062
C 2.224 2.303 0.746
N 1.085 1.623 0.720
N 0.741 1.392 1.999
C 1.653 1.936 2.826
B -0.647 0.833 2.398
N -1.777 1.669 1.775
C -2.975 2.063 2.258
C -3.740 2.508 1.207
C -2.932 2.297 0.084
N -1.760 1.795 0.430
N -0.807 -0.590 1.848
C -1.445 -1.632 2.402
C -1.743 -2.544 1.412
C -1.243 -1.960 0.250
N -0.683 -0.782 0.516
N -0.719 0.857 3.918
C -1.005 1.924 4.704
C -0.663 1.607 5.996
C -0.151 0.303 5.898
N -0.177 -0.135 4.653
H 3.509 3.050 2.405
H 2.701 2.570 -0.184
H 1.538 1.859 3.893
H -3.211 1.975 3.304
H -4.741 2.897 1.250
H -3.154 2.464 -0.957
H -1.624 -1.645 3.462
H -2.231 -3.495 1.519
H -1.249 -2.322 -0.763
H -1.398 2.833 4.284
H -0.770 2.220 6.871
H 0.228 -0.334 6.679
N 4.833 0.232 -3.142
C 3.786 0.263 -2.300
S 2.434 1.182 -2.569
N 4.027 -0.627 -1.232
N 3.392 -0.341 -0.138
C 2.732 -1.116 0.621
C 2.204 -2.404 0.122
C 2.492 -3.606 0.756
C 2.063 -4.802 0.203
C 1.331 -4.782 -0.979
C 0.992 -3.592 -1.597
C 1.395 -2.373 -1.038
O 0.999 -1.212 -1.510
H 4.745 0.642 -4.055
H 5.556 -0.446 -2.968
H 2.540 -0.759 1.629
H 3.071 -3.604 1.672
H 2.297 -5.741 0.684
H 1.003 -5.716 -1.417
H 0.389 -3.572 -2.495
C -0.793 -0.161 -4.519
C -1.804 0.063 -3.390
C -2.563 -1.236 -3.102
C -2.797 1.168 -3.768
N -1.085 0.447 -2.211
H -1.292 -0.545 -5.413
H -0.030 -0.875 -4.206
H -0.293 0.772 -4.783
H -3.172 -1.528 -3.961
H -3.216 -1.120 -2.237
H -1.861 -2.044 -2.895
H -3.355 0.917 -4.671
H -2.266 2.104 -3.957
H -3.508 1.333 -2.959
N 0.121 2.899 -1.673
H -0.799 2.808 -2.083
H 0.738 3.354 -2.337
H 0.052 3.476 -0.843
*
```

Results
Relative energy (zero: lowest compared OMol25 entry of this formula, charge and spin) = 180.8 kJ/mol
Strongest force on any atom = 1.436 eV/Å
HOMO level (alpha / beta) = -0.288 / -0.289 Eh
Energy = -2992.8797 Ha

---

The highest strongest force on any atom belongs to which entry? C24H31AuN4O

---

What is the strongest force on any atom in the third record? 1.436 eV/Å